# 1
DFT (ωB97M-V/def2-TZVPD) results for a gas-phase ion, COPS2 (charge -1) in a non-equilibrium geometry.

LUMO ... 3.66 eV
Energy above the lowest of the compared OMol25 structures with the same formula, charge and spin ... 39.28 kJ/mol
Total charge ... -1
Orbital gap ... 7.2 eV
E ... -1251.14470 Eh

Element x y z (Å)
C: 0.46 0.25 -0.55
O: 1.28 1.00 -0.93
P: -1.06 -0.44 -0.08
S: 0.77 -1.68 0.18
S: -1.45 0.87 1.38

---

# 2
DFT (ωB97M-V/def2-TZVPD) results for 8 unconnected molecules or ions with the total composition C30H46Cl2O21 in a non-equilibrium geometry.

LUMO ... -0.07 eV
Energy above the lowest of the compared OMol25 structures with the same formula, charge and spin ... 119.47 kJ/mol
Orbital gap ... 10.5 eV
E ... -3671.05359 Eh

Element x y z (Å)
C: -0.34 2.36 -1.62
C: 0.31 1.88 -0.34
C: 0.38 0.38 -0.19
O: 1.74 0.14 0.17
C: 2.48 1.26 -0.18
O: 3.67 1.35 -0.25
O: 1.58 2.24 -0.60
H: -0.09 3.40 -1.83
H: -1.39 2.34 -1.33
H: -0.22 1.72 -2.49
H: -0.06 2.31 0.59
H: 0.29 -0.15 -1.13
H: -0.39 0.18 0.56
C: -5.63 -1.69 3.01
C: -6.32 -3.10 2.95
C: -6.31 -3.63 1.51
O: -5.94 -4.98 1.64
C: -5.31 -5.18 2.81
O: -4.72 -6.21 3.22
O: -5.46 -4.05 3.53
H: -5.23 -1.48 4.00
H: -6.32 -0.94 2.61
H: -4.76 -1.65 2.35
H: -7.29 -3.18 3.44
H: -5.45 -3.24 0.97
H: -7.24 -3.41 0.98
C: 4.81 0.28 -5.53
C: 3.78 1.42 -5.87
C: 4.31 2.85 -5.66
O: 4.03 3.49 -6.90
C: 3.73 2.51 -7.82
O: 3.73 2.62 -9.03
O: 3.67 1.29 -7.23
H: 4.46 -0.71 -5.80
H: 5.10 0.14 -4.49
H: 5.73 0.38 -6.11
H: 2.82 1.25 -5.38
H: 5.37 2.81 -5.40
H: 3.75 3.38 -4.89
C: 1.39 -2.53 4.68
C: 0.30 -3.00 5.83
C: -0.17 -4.43 5.50
O: -0.14 -5.07 6.76
C: 0.57 -4.34 7.64
O: 0.69 -4.67 8.86
O: 1.06 -3.18 7.01
H: 2.18 -1.82 4.91
H: 0.84 -2.20 3.80
H: 1.87 -3.42 4.27
H: -0.54 -2.31 5.76
H: 0.37 -4.95 4.72
H: -1.11 -4.33 4.95
C: -1.32 -4.60 -9.31
C: -0.50 -4.48 -8.00
C: 0.98 -3.99 -8.31
O: 1.37 -3.23 -7.19
C: 0.28 -2.93 -6.50
O: 0.27 -2.35 -5.40
O: -0.81 -3.33 -7.19
H: -2.37 -4.66 -9.00
H: -1.50 -5.47 -9.93
H: -1.16 -3.74 -9.96
H: -0.53 -5.30 -7.28
H: 1.04 -3.31 -9.16
H: 1.67 -4.83 -8.40
C: 1.17 3.51 8.32
C: 0.93 3.71 6.78
C: 1.86 2.95 5.90
O: 0.92 2.17 5.11
C: -0.30 2.26 5.64
O: -1.36 1.63 5.24
O: -0.33 3.08 6.67
H: 0.66 4.24 8.95
H: 2.16 3.84 8.62
H: 0.96 2.53 8.74
H: 0.97 4.73 6.41
H: 2.58 2.32 6.41
H: 2.36 3.69 5.28
C: 0.44 7.88 2.24
C: -0.54 8.47 1.14
C: 0.15 9.19 0.03
O: -0.79 9.01 -1.08
C: -1.48 7.87 -0.86
O: -2.16 7.26 -1.71
O: -1.20 7.46 0.39
H: 1.39 7.44 1.94
H: -0.13 7.11 2.75
H: 0.71 8.63 2.98
H: -1.33 8.99 1.69
H: 1.13 8.77 -0.18
H: 0.31 10.25 0.27
Cl: -0.88 -4.69 -0.08
C: -0.80 -6.16 -0.85
C: 0.34 -6.22 -1.97
Cl: 2.04 -5.93 -1.47
H: -1.71 -6.53 -1.31
H: -0.39 -6.87 -0.13
H: 0.14 -5.40 -2.66
H: 0.20 -7.13 -2.56

---

# 3
DFT (ωB97M-V/def2-TZVPD) results for a single C4H5NO2 molecule in a non-equilibrium geometry.

LUMO ... -1.50 eV
Energy above the lowest of the compared OMol25 structures with the same formula, charge and spin ... 752.58 kJ/mol
Orbital gap ... 6.9 eV
E ... -360.38278 Eh

Element x y z (Å)
C: 0.53 1.34 1.19
C: -1.28 -0.13 1.24
C: -0.22 0.28 0.65
C: 0.21 -0.41 -0.62
N: 0.42 1.62 2.48
O: 1.19 2.39 2.99
O: -0.58 1.07 3.07
H: 1.19 2.02 0.64
H: -2.00 -0.48 1.85
H: -0.01 0.03 -1.66
H: 1.20 -0.83 -0.48
H: -0.37 -1.38 -0.69

---

# 4
DFT (ωB97M-V/def2-TZVPD) results for a molecular structure, C16H15BrCdSe in a non-equilibrium geometry.

LUMO ... 5.35 eV
Energy above the lowest of the compared OMol25 structures with the same formula, charge and spin ... 15.06 kJ/mol
Total charge ... -2
Orbital gap ... 5.5 eV
E ... -5761.84060 Eh

Element x y z (Å)
C: 1.93 0.55 0.97
C: 1.65 -0.74 1.49
C: 1.71 -1.67 0.42
H: 1.38 -0.98 2.52
C: 2.03 -0.96 -0.77
C: 2.20 0.41 -0.42
H: 2.48 1.21 -1.11
H: 1.91 1.48 1.54
H: 1.57 -2.74 0.49
H: 2.11 -1.38 -1.77
Cd: -1.21 2.08 0.32
Br: -2.76 2.31 2.42
C: -1.00 3.89 -1.15
C: 0.24 3.22 -1.43
C: 1.11 3.40 -0.31
H: 0.53 2.82 -2.40
C: 0.40 4.09 0.70
C: -0.93 4.37 0.22
H: -1.71 4.95 0.73
H: -1.76 4.19 -1.88
H: 2.17 3.16 -0.29
H: 0.81 4.43 1.65
Se: -2.45 -0.29 0.40
C: -1.56 -1.89 0.02
C: -1.22 -2.71 1.12
C: -0.96 -4.06 0.93
C: -0.94 -4.59 -0.37
C: -1.12 -3.75 -1.48
C: -1.38 -2.38 -1.30
H: -1.21 -2.25 2.11
H: -0.76 -4.69 1.80
H: -0.71 -5.65 -0.53
H: -1.06 -4.14 -2.51
H: -1.50 -1.69 -2.14

---

# 5
DFT (ωB97M-V/def2-TZVPD) results for a single C3H6FN molecule in a non-equilibrium geometry.

LUMO ... 1.01 eV
Energy above the lowest of the compared OMol25 structures with the same formula, charge and spin ... 80.14 kJ/mol
Orbital gap ... 10.3 eV
E ... -272.46062 Eh

Element x y z (Å)
C: 0.84 -0.64 0.17
C: -0.54 0.06 0.07
C: -0.90 1.38 -0.02
H: 1.85 1.04 0.48
H: 1.96 0.17 -1.10
H: 1.07 -1.55 -0.46
H: 0.96 -1.11 1.11
H: -1.94 1.49 -0.20
H: -0.16 2.15 0.37
N: 1.88 0.18 -0.11
F: -1.47 -0.92 -0.08